Entry 1:
Density functional theory data (ωB97M-V/def2-TZVPD) for CHBrF2N2O2 in the gas phase.

Values from the calculation:
charge	0
spin multiplicity	1
SMILES string	O=[N+]([O-])[C@H](Br)N(F)F

Each line ends with the natural charge from an NBO analysis.
CARTESIAN COORDINATES (ANGSTROEM)
O (-1.54, -1.31, 0.78)  -0.3367
N (-0.37, -1.08, 0.72)  0.5340
O (0.51, -1.30, 1.49)  -0.3171
C (0.06, -0.16, -0.51)  -0.1055
Br (1.83, -0.77, -1.12)  0.1040
N (0.12, 1.12, 0.21)  0.2533
F (-1.06, 1.71, 0.19)  -0.1863
F (1.01, 2.01, -0.30)  -0.1992
H (-0.56, -0.22, -1.45)  0.2535

=====

Entry 2:
Density functional theory data (ωB97M-V/def2-TZVPD) for a gas-phase ion, C8H10NO2S (charge +1).

Values from the calculation:
charge	+1
spin multiplicity	1

Each line ends with the natural charge from an NBO analysis.
CARTESIAN COORDINATES (ANGSTROEM)
C (1.76, -1.25, 0.28)  -0.1948
C (1.39, 1.06, -0.37)  -0.1568
C (3.06, -1.07, 0.07)  0.0266
C (2.76, 1.15, -0.65)  0.0388
C (0.83, -0.21, 0.02)  -0.1536
C (-0.59, -0.47, 0.33)  0.8758
C (-2.10, 2.45, -1.26)  -0.7491
C (-2.00, -2.23, 1.44)  -0.2840
N (3.55, 0.15, -0.36)  -0.3301
O (-1.38, 0.34, -0.10)  -0.5870
O (-0.76, -1.48, 1.19)  -0.4605
S (-2.85, 1.35, -0.08)  0.6466
H (1.29, -2.17, 0.60)  0.2384
H (0.77, 1.85, -0.59)  0.2055
H (3.76, -1.91, 0.35)  0.2301
H (3.26, 1.95, -1.01)  0.2160
H (-1.66, 1.87, -2.03)  0.2499
H (-1.30, 2.92, -0.80)  0.2330
H (-3.00, 2.98, -1.60)  0.2701
H (-1.88, -2.64, 2.52)  0.2481
H (-2.00, -3.10, 0.67)  0.2310
H (-2.89, -1.55, 1.37)  0.2058

=====

Entry 3:
Density functional theory data (ωB97M-V/def2-TZVPD) for 3 unconnected molecules or ions with the total composition C14H23BN2O3S2.

Values from the calculation:
charge	0
spin multiplicity	1

Each line ends with the natural charge from an NBO analysis.
CARTESIAN COORDINATES (ANGSTROEM)
C (0.37, 0.09, 0.23)  -0.6266
C (0.71, 1.40, -0.60)  -0.8082
B (-0.39, 2.59, -0.43)  1.0128
O (-0.09, 3.94, -0.71)  -0.8869
C (-1.87, 2.11, 0.04)  -0.3368
C (-2.36, 2.66, 1.37)  -0.1940
C (-3.67, 2.21, 1.81)  -0.1981
C (-4.52, 1.25, 1.02)  0.0745
N (-5.74, 0.89, 1.58)  -0.3571
C (-6.43, 0.01, 0.80)  -0.0190
C (-5.93, -0.46, -0.53)  -0.0065
N (-4.75, -0.14, -1.11)  -0.3794
C (-4.05, 0.73, -0.28)  0.1862
C (-2.69, 1.18, -0.74)  -0.2124
H (-0.20, -0.61, -0.43)  0.2087
H (1.33, -0.45, 0.54)  0.2402
H (-0.19, 0.28, 1.19)  0.1935
H (1.77, 1.76, -0.35)  0.2560
H (0.71, 1.17, -1.71)  0.2394
H (0.84, 4.14, -0.50)  0.5019
H (-1.71, 3.35, 1.95)  0.2279
H (-4.04, 2.59, 2.80)  0.2298
H (-7.42, -0.35, 1.18)  0.2079
H (-6.61, -1.16, -1.10)  0.1997
H (-2.24, 0.80, -1.70)  0.2299
C (4.43, -0.03, -1.11)  -0.8305
S (5.00, 1.68, -1.05)  1.2444
O (3.80, 2.56, -1.16)  -0.9906
C (5.81, 1.67, -2.66)  -0.8298
H (3.86, -0.23, -0.21)  0.2527
H (3.80, -0.18, -1.98)  0.2349
H (5.29, -0.70, -1.15)  0.2258
H (5.09, 1.41, -3.43)  0.2313
H (6.63, 0.94, -2.65)  0.2270
H (6.22, 2.66, -2.85)  0.2398
C (-0.22, -3.41, 1.85)  -0.8317
S (1.54, -3.15, 1.57)  1.2497
O (1.68, -2.36, 0.30)  -0.9857
C (1.92, -4.87, 1.18)  -0.8285
H (-0.68, -2.45, 2.07)  0.2482
H (-0.68, -3.83, 0.95)  0.2327
H (-0.36, -4.08, 2.69)  0.2284
H (1.33, -5.20, 0.33)  0.2314
H (1.72, -5.49, 2.05)  0.2280
H (2.98, -4.94, 0.93)  0.2393

=====

Entry 4:
Density functional theory data (ωB97M-V/def2-TZVPD) for a molecular structure, C38H48CaClN5O3P3SbSe4.

Values from the calculation:
charge	-2
spin multiplicity	1

Each line ends with the Löwdin charge.
CARTESIAN COORDINATES (ANGSTROEM)
Ca (-0.05, -0.21, 0.82)  1.0121
Cl (2.07, 1.56, 2.28)  0.6708
C (2.15, 3.27, 1.85)  -0.6408
C (3.40, 3.85, 1.83)  -0.1172
C (3.50, 5.20, 1.53)  -0.0915
C (2.35, 5.93, 1.26)  -0.0888
C (1.12, 5.32, 1.28)  -0.0953
C (0.98, 3.96, 1.57)  -0.4218
P (-0.61, 3.05, 1.49)  1.0664
C (-1.20, 3.23, 3.21)  -0.3772
C (-0.43, 3.69, 4.27)  -0.0894
C (-0.92, 3.68, 5.57)  -0.1024
C (-2.21, 3.23, 5.83)  -0.1087
C (-2.99, 2.77, 4.78)  -0.0835
C (-2.49, 2.76, 3.49)  -0.1202
C (-1.68, 4.24, 0.62)  -0.3675
C (-1.79, 4.09, -0.77)  -0.1244
C (-2.59, 4.95, -1.51)  -0.0741
C (-3.29, 5.96, -0.88)  -0.1062
C (-3.19, 6.12, 0.50)  -0.1069
C (-2.39, 5.27, 1.24)  -0.1071
H (4.28, 3.25, 2.02)  0.0984
H (4.48, 5.67, 1.48)  0.0974
H (2.43, 6.98, 1.00)  0.0989
H (0.23, 5.88, 1.02)  0.1038
H (0.58, 4.05, 4.08)  0.0960
H (-0.30, 4.04, 6.38)  0.0902
H (-2.59, 3.21, 6.84)  0.0891
H (-3.99, 2.39, 4.97)  0.1008
H (-3.09, 2.36, 2.68)  0.1069
H (-1.22, 3.31, -1.27)  -0.0008
H (-2.64, 4.82, -2.58)  0.1066
H (-3.92, 6.63, -1.46)  0.0902
H (-3.74, 6.91, 1.00)  0.0892
H (-2.32, 5.39, 2.32)  0.1003
N (-2.14, -0.15, -0.34)  -0.0459
C (-3.50, -0.24, 0.13)  -0.2301
C (-4.50, -0.16, -0.84)  -0.0302
C (-5.84, -0.17, -0.50)  -0.1067
C (-6.19, -0.25, 0.84)  -0.1151
C (-5.20, -0.36, 1.80)  -0.0672
C (-3.83, -0.41, 1.49)  -0.1189
C (-2.88, -0.63, 2.63)  -0.2303
C (-3.34, -1.49, 3.64)  -0.0825
C (-2.63, -1.66, 4.83)  -0.1258
C (-1.46, -0.94, 5.01)  -0.1348
C (-0.99, -0.14, 3.97)  -0.2032
C (-1.64, 0.03, 2.74)  -0.2118
H (-1.95, 0.83, -0.57)  0.0442
H (-2.03, -0.62, -1.26)  -0.0846
H (-4.19, -0.08, -1.87)  0.1035
H (-6.60, -0.10, -1.27)  0.0914
H (-7.23, -0.21, 1.15)  0.0870
H (-5.48, -0.41, 2.84)  0.0973
H (-4.25, -2.06, 3.50)  0.0945
H (-3.00, -2.33, 5.59)  0.0805
H (-0.91, -1.01, 5.95)  0.0850
H (-0.05, 0.39, 4.15)  0.0626
Se (-1.25, -1.44, -3.38)  -0.2610
Sb (0.38, 0.39, -4.01)  0.0895
Se (1.55, 3.63, -1.99)  -0.2476
Se (0.85, 1.43, -1.57)  -0.3179
Se (2.52, -0.70, -4.67)  -0.3485
C (1.83, -5.67, 2.69)  -0.1083
N (0.84, -4.62, 2.62)  -0.2928
C (-0.55, -5.06, 2.70)  -0.0940
P (1.22, -3.21, 1.87)  0.4496
O (0.02, -2.34, 1.82)  -0.3435
O (1.86, -3.63, 0.48)  -0.2731
P (1.83, -2.77, -0.96)  0.5096
O (1.02, -1.57, -0.70)  -0.4623
N (1.32, -3.97, -1.94)  -0.2865
C (0.03, -4.59, -1.62)  -0.1064
C (1.54, -3.89, -3.39)  -0.1541
N (3.38, -2.43, -1.29)  -0.2957
C (4.31, -3.42, -1.80)  -0.1147
C (3.87, -1.05, -1.33)  -0.1190
N (2.49, -2.50, 2.65)  -0.2837
C (3.89, -2.59, 2.26)  -0.0965
C (2.25, -2.05, 4.01)  -0.0950
H (1.72, -6.22, 3.64)  0.0805
H (2.83, -5.25, 2.66)  0.0690
H (1.73, -6.39, 1.87)  0.0859
H (-0.72, -5.55, 3.66)  0.0803
H (-0.79, -5.77, 1.90)  0.0812
H (-1.21, -4.20, 2.63)  0.0749
H (-0.11, -4.68, -0.54)  0.0616
H (0.02, -5.59, -2.06)  0.0805
H (-0.78, -3.99, -2.04)  0.0301
H (2.37, -3.23, -3.63)  -0.0297
H (0.66, -3.46, -3.88)  0.0097
H (1.73, -4.91, -3.76)  0.0789
H (3.90, -4.42, -1.70)  0.0781
H (5.25, -3.36, -1.22)  0.0769
H (4.54, -3.22, -2.85)  0.0830
H (3.09, -0.35, -1.03)  0.0226
H (4.13, -0.78, -2.36)  0.0115
H (4.73, -0.95, -0.67)  0.0766
H (3.98, -2.85, 1.21)  0.0614
H (4.43, -3.34, 2.87)  0.0776
H (4.36, -1.62, 2.42)  0.0868
H (2.75, -1.09, 4.18)  0.0777
H (2.63, -2.77, 4.75)  0.0826
H (1.18, -1.91, 4.18)  0.0621

=====

Entry 5:
Density functional theory data (ωB97M-V/def2-TZVPD) for a molecular structure, BrPd.

Values from the calculation:
charge	+1
spin multiplicity	3

Each line ends with the Löwdin spin population.
CARTESIAN COORDINATES (ANGSTROEM)
Pd (-0.49, 1.26, -1.06)  0.7917
Br (0.49, -1.26, 1.06)  1.2083

=====

Entry 6:
Density functional theory data (ωB97M-V/def2-TZVPD) for 2 unconnected molecules or ions with the total composition C8H18Si.

Values from the calculation:
charge	0
spin multiplicity	3

Each line ends with the Löwdin spin population.
CARTESIAN COORDINATES (ANGSTROEM)
C (0.34, -4.00, 0.04)  0.0051
C (0.74, -3.28, -0.95)  0.0139
C (0.52, -0.01, -1.86)  0.0903
C (1.93, -0.13, 0.10)  0.7985
C (0.27, 2.93, 0.62)  0.0638
C (-2.23, 1.26, -0.34)  0.0005
C (-0.94, 0.84, 2.33)  0.0128
C (0.84, 0.25, -0.34)  0.7344
Si (-0.50, 1.17, 0.52)  0.1127
H (-0.60, -4.63, -0.43)  0.0000
H (1.18, -4.16, 0.72)  0.0010
H (0.10, -3.32, -1.80)  0.0008
H (1.22, -0.81, -2.00)  0.0047
H (0.44, 0.77, -2.46)  0.0180
H (-0.48, -0.43, -1.90)  0.0194
H (2.70, -0.48, -0.61)  0.0472
H (2.42, 0.11, 1.03)  0.0530
H (1.50, -2.55, -1.08)  0.0077
H (0.21, 3.38, 1.60)  0.0071
H (1.39, 2.83, 0.35)  0.0049
H (-0.12, 3.61, -0.07)  0.0031
H (-2.20, 1.66, -1.34)  0.0005
H (-2.89, 0.37, -0.53)  0.0002
H (-2.72, 1.99, 0.32)  -0.0003
H (-1.57, 1.69, 2.66)  0.0007
H (-1.48, -0.02, 2.47)  0.0002
H (-0.08, 0.97, 2.96)  0.0001

=====

no.,E (a.u.),maximum force (hartree/bohr)
1,-3072.17334,0.061
2,-913.88994,0.090
3,-1703.63542,0.079
4,-13984.56342,0.012
5,-2701.41735,0.023
6,-604.78706,0.362